9
Properties=species:S:1:pos:R:3:mulliken_charge:R:1 method="wB97M-V/def2-TZVPD" total_energy_ha=-589.96145 gap_ev="8.56 / 7.16" charge=0 homo_energy_ev="-9.31 / -8.41" e_above_lowest_kcal_mol=102.4
C -0.61102 -0.47391 0.00382 0.340
C 0.77455 0.01520 -0.02476 -0.703
C -1.95552 0.05756 -0.00099 -0.739
O 3.50159 0.86080 0.01930 -0.369
S 2.91865 -0.47442 -0.00363 0.361
H -0.62691 -1.56352 0.04925 0.217
H 0.91361 1.08798 -0.05310 0.330
H -2.14088 1.11089 -0.09207 0.299
H -2.77407 -0.62058 0.10218 0.265